Entry 1:
Formula: C16H33ClNO7P
Source: OMol25
Level of theory: the ωB97M-V functional and the def2-TZVPD basis

Structure (XYZ):
```
59
Properties=species:S:1:pos:R:3
C -1.340 -5.741 1.686
C -2.125 -4.959 0.476
C -1.711 -3.364 0.532
C -0.979 -2.823 -0.832
C 0.176 -3.813 -1.441
C 1.269 -4.347 -0.296
C 2.807 -4.020 -0.751
N 3.466 -2.863 -0.049
C 4.386 -3.264 1.069
O 5.714 -3.312 0.768
O 4.025 -3.676 2.432
P 2.379 -1.520 0.330
O 3.422 -0.084 0.417
Cl 1.485 -1.643 2.247
H -2.119 -6.355 2.341
H -0.532 -6.451 1.182
H -0.749 -5.040 2.416
H -3.294 -5.075 0.659
H -1.939 -5.425 -0.602
H -0.988 -3.097 1.436
H -2.694 -2.746 0.698
H -1.791 -2.687 -1.687
H -0.452 -1.769 -0.652
H -0.340 -4.729 -1.985
H 0.733 -3.207 -2.295
H 1.161 -5.536 -0.323
H 0.986 -4.028 0.793
H 2.838 -3.794 -1.921
H 3.454 -5.000 -0.601
H 4.574 -3.056 3.030
H 3.616 -0.028 1.417
C -2.200 2.427 0.505
C -1.680 1.709 -0.724
O -2.379 0.466 -0.927
C -3.562 0.348 -1.567
C -4.353 1.586 -1.869
O -4.017 -0.764 -1.834
H -3.256 2.691 0.401
H -1.632 3.344 0.685
H -2.122 1.783 1.386
H -1.715 2.329 -1.624
H -0.627 1.450 -0.568
H -5.090 1.742 -1.075
H -4.872 1.444 -2.822
H -3.747 2.483 -1.983
C 0.714 8.036 0.711
C 1.013 6.697 1.356
O 0.293 5.639 0.697
C 0.714 5.004 -0.418
C 1.861 5.581 -1.195
O 0.119 4.008 -0.831
H 1.035 8.061 -0.334
H 1.221 8.844 1.247
H -0.363 8.231 0.715
H 2.083 6.476 1.398
H 0.660 6.712 2.393
H 1.467 6.202 -2.006
H 2.444 4.757 -1.619
H 2.554 6.165 -0.593
```

Output
* frontier orbital gap: 9.5918 eV
* net charge: 0
* LUMO energy: 0.15 eV
* SMILES: CCCCCCCN(C(=O)O)P(O)Cl.CCOC(C)=O.CCOC(C)=O
* E_tot: -2012.2827 Eh


Entry 2:
Formula: C2H4N4O
Source: OMol25
Level of theory: the ωB97M-V functional and the def2-TZVPD basis

Structure (XYZ):
```
11
Properties=species:S:1:pos:R:3
N 2.102 0.313 0.002
C 0.792 0.018 0.037
N -0.187 0.708 0.484
C -1.317 -0.167 0.339
O -2.411 0.399 -0.290
N -0.814 -1.385 -0.389
N 0.414 -1.291 -0.507
H 2.734 -0.322 -0.458
H 2.423 1.225 0.278
H -1.637 -0.561 1.315
H -2.107 1.223 -0.691
```

Output
* ΔE to the lowest compared entry with this formula, charge and spin: 143.4 kJ/mol
* frontier orbital gap: 9.8043 eV
* net charge: 0
* LUMO energy: 0.05 eV
* SMILES: NC1=N[C@@H](O)N=N1
* E_tot: -372.8457 Eh


Entry 3:
Formula: C4H10O2Tl
Source: OMol25
Level of theory: the ωB97M-V functional and the def2-TZVPD basis

Structure (XYZ):
```
17
Properties=species:S:1:pos:R:3
O -0.285 -1.167 -2.072
C -1.118 -0.474 -1.392
C -0.506 -0.891 -0.106
O 0.855 -0.668 -0.019
C 1.534 -1.144 1.123
Tl 1.838 -0.379 -2.267
H -2.196 -0.659 -1.528
H -0.879 1.268 -0.806
H -0.890 -1.841 0.295
H -0.849 0.253 0.627
H 2.565 -0.780 1.044
H 1.064 -0.712 2.018
H 1.560 -2.241 1.057
C -0.746 2.089 0.340
H -0.732 1.973 1.432
H 0.252 2.482 0.108
H -1.469 2.890 0.144
```

Output
* ΔE to the lowest compared entry with this formula, charge and spin: 150.3 kJ/mol
* frontier orbital gap (alpha / beta): 7.4848 / 7.4842 eV
* net charge: +1
* LUMO energy (alpha / beta): -5.76 / -5.76 eV
* E_tot: -480.8906 Eh


Entry 4:
Formula: C9H10O3
Source: OMol25
Level of theory: the ωB97M-V functional and the def2-TZVPD basis

Structure (XYZ):
```
22
Properties=species:S:1:pos:R:3
C -3.429 1.502 -0.392
C -2.435 0.545 0.240
C -2.949 -0.781 0.823
C -1.698 -0.383 -0.721
C 2.360 0.527 -0.069
C 3.463 -0.399 -0.388
C 4.390 -1.108 -0.690
C 1.464 -0.042 0.950
C 0.715 -0.512 1.757
H -4.143 0.967 -1.034
H -4.000 2.036 0.376
H -2.900 2.239 -1.003
H -1.739 1.068 0.899
H -2.633 -1.017 1.844
H -4.012 -0.981 0.679
H 3.518 2.023 -0.249
H 1.766 0.679 -1.006
H 5.224 -1.770 -0.952
H 0.028 -0.968 2.506
O -2.157 -1.531 -0.141
O -0.982 -0.276 -1.668
O 2.839 1.761 0.417
```

Output
* ΔE to the lowest compared entry with this formula, charge and spin: 505.8 kJ/mol
* frontier orbital gap: 11.0481 eV
* net charge: 0
* LUMO energy: 0.76 eV
* E_tot: -574.4933 Eh


Entry 5:
Formula: CH5OS2
Source: OMol25
Level of theory: the ωB97M-V functional and the def2-TZVPD basis

Structure (XYZ):
```
9
Properties=species:S:1:pos:R:3
O 1.021 0.553 -1.426
H 0.107 0.501 -1.764
C 0.580 0.334 1.198
S 0.805 1.547 -0.122
S -1.549 -1.397 -1.244
H 1.546 0.447 1.715
H 0.451 -0.683 0.840
H -0.207 0.654 1.873
H -2.754 -1.957 -1.071
```

Output
* ΔE to the lowest compared entry with this formula, charge and spin: 77.1 kJ/mol
* frontier orbital gap: 6.2991 eV
* net charge: -1
* LUMO energy: 3.45 eV
* E_tot: -912.7204 Eh


Entry 6:
Formula: C15H18N4O4S2
Source: OMol25
Level of theory: the ωB97M-V functional and the def2-TZVPD basis

Structure (XYZ):
```
43
Properties=species:S:1:pos:R:3
C -8.080 3.589 -1.439
C -7.315 3.113 -0.213
O -6.290 2.182 -0.560
C -5.137 2.721 -1.013
O -4.914 3.907 -1.068
N -4.258 1.772 -1.422
C -2.917 2.158 -1.798
C -1.916 1.641 -0.755
N -2.078 0.213 -0.607
C -1.218 -0.758 -0.986
O -1.498 -1.937 -0.918
C 0.149 -0.318 -1.496
S 1.122 0.515 -0.186
C 2.366 -0.656 0.024
N 2.607 -1.707 -0.698
N 3.690 -2.295 -0.167
C 4.067 -1.580 0.850
C 5.174 -1.815 1.714
C 5.577 -1.059 2.787
C 6.718 -1.588 3.413
C 7.161 -2.727 2.812
S 6.200 -3.185 1.467
O 3.251 -0.500 1.030
C -3.419 -0.155 -0.194
C -4.430 0.350 -1.228
H -8.892 4.241 -1.131
H -7.413 4.141 -2.097
H -8.490 2.740 -1.981
H -6.862 3.966 0.302
H -7.967 2.566 0.472
H -2.884 3.247 -1.858
H -2.687 1.727 -2.779
H -0.901 1.902 -1.044
H -2.129 2.115 0.210
H 0.070 0.367 -2.339
H 0.716 -1.204 -1.779
H 5.066 -0.167 3.099
H 7.188 -1.143 4.271
H 8.006 -3.328 3.085
H -3.461 -1.242 -0.112
H -3.627 0.297 0.781
H -5.448 0.151 -0.898
H -4.253 -0.157 -2.184
```

Output
* ΔE to the lowest compared entry with this formula, charge and spin: 106.1 kJ/mol
* frontier orbital gap: 8.5276 eV
* net charge: 0
* LUMO energy: 0.21 eV
* SMILES: CCOC(=O)N1CCN(C(=O)CSc2nnc(-c3cccs3)o2)CC1
* E_tot: -1898.7651 Eh


Entry 7:
Formula: C19H19F3N6O
Source: OMol25
Level of theory: the ωB97M-V functional and the def2-TZVPD basis

Structure (XYZ):
```
48
Properties=species:S:1:pos:R:3
C 2.329 -2.908 4.279
C 2.404 -2.719 2.760
C 3.245 -1.456 2.442
C 3.082 -3.936 2.136
O 1.063 -2.611 2.297
N 0.930 -2.607 0.871
C 0.444 -1.495 0.182
N 0.388 -0.316 0.730
C -0.126 0.601 -0.049
N -0.121 1.780 0.653
C -0.769 2.960 0.343
C -1.072 3.419 -0.936
C -1.816 4.598 -1.118
N -2.251 5.331 -0.087
C -1.956 4.906 1.168
C -2.407 5.705 2.400
F -1.398 5.757 3.299
F -3.487 5.010 2.940
F -2.739 6.995 2.116
C -1.265 3.715 1.381
N -0.602 0.454 -1.267
C -0.513 -0.800 -1.745
C -1.025 -1.072 -3.085
C -0.902 -2.344 -3.666
C -1.367 -2.554 -4.978
C -1.957 -1.545 -5.748
C -2.092 -0.297 -5.182
C -1.604 -0.051 -3.910
N 0.003 -1.785 -1.001
H 1.788 -2.081 4.754
H 1.769 -3.828 4.515
H 3.334 -2.945 4.699
H 4.269 -1.633 2.840
H 2.706 -0.607 2.833
H 3.319 -1.312 1.368
H 2.386 -4.816 2.147
H 3.335 -3.721 1.073
H 4.018 -4.186 2.649
H 0.623 -3.482 0.420
H 0.043 1.567 1.630
H -0.682 2.969 -1.794
H -1.962 4.952 -2.144
H -1.044 3.373 2.394
H -0.455 -3.171 -3.096
H -1.310 -3.526 -5.455
H -2.326 -1.739 -6.744
H -2.518 0.487 -5.778
H -1.713 0.964 -3.536
```

Output
* ΔE to the lowest compared entry with this formula, charge and spin: 0.0 kJ/mol
* frontier orbital gap: 8.9549 eV
* net charge: 0
* LUMO energy: -0.24 eV
* SMILES: CC(C)(C)ONc1nc(Nc2ccnc(C(F)(F)F)c2)nc(-c2ccccc2)n1
* E_tot: -1438.8014 Eh


Entry 8:
Formula: C5H10N2O2S
Source: OMol25
Level of theory: the ωB97M-V functional and the def2-TZVPD basis

Structure (XYZ):
```
20
Properties=species:S:1:pos:R:3
C 2.359 -0.993 0.243
C 0.146 -0.502 1.950
C -0.650 -0.892 -0.941
C 0.342 1.276 -1.399
C 0.635 0.316 0.734
N 3.313 -0.079 0.179
N -0.124 0.357 -0.352
O 3.239 0.768 -0.658
O 4.068 -0.121 1.148
S 2.307 -2.584 0.181
H -0.971 -0.735 1.834
H 0.460 -0.100 2.846
H 0.677 -1.474 1.766
H -0.760 -1.661 -0.156
H -1.506 -0.709 -1.484
H 0.107 -1.235 -1.658
H 0.982 2.013 -0.986
H 0.990 0.764 -2.087
H -0.636 1.630 -1.932
H 1.343 1.133 1.008
```

Output
* ΔE to the lowest compared entry with this formula, charge and spin: 538.4 kJ/mol
* frontier orbital gap: 7.4098 eV
* net charge: 0
* LUMO energy: -0.46 eV
* E_tot: -854.4618 Eh